The following is a DFT calculation (the ωB97M-V functional and the def2-TZVPD basis) of 3 unconnected molecules or ions with the total composition C14H21BN2O3S.

The geometry in XYZ format:
```
42
Properties=species:S:1:pos:R:3:lowdin_charge:R:1
O -0.449 0.069 -1.582 -0.0633
C 0.468 -1.019 -1.546 -0.2490
C -0.030 -2.180 -0.690 -0.1927
C 0.545 -2.174 0.753 -0.1702
B -0.263 -1.122 1.562 -0.6093
S -1.836 -1.665 2.402 0.7599
C 0.211 0.383 1.657 -0.1978
O 0.386 0.740 3.015 -0.1699
O 0.509 2.164 3.086 -0.0368
H -1.286 -0.261 -1.914 0.0839
H 0.679 -1.373 -2.557 0.1079
H 1.387 -0.613 -1.130 0.1136
H 0.148 -3.133 -1.178 0.0864
H -1.112 -2.050 -0.597 0.0974
H 1.607 -1.930 0.727 0.1035
H 0.420 -3.172 1.171 0.0970
H -2.678 -1.080 1.553 -0.1519
H 1.125 0.575 1.086 0.1114
H -0.578 1.004 1.216 0.1212
H 1.461 2.305 2.957 0.0738
N 2.867 4.540 2.843 0.0463
C 3.124 5.209 3.965 -0.1518
C 2.506 6.401 4.306 -0.0722
C 1.566 6.930 3.436 -0.0778
C 1.287 6.247 2.265 -0.0680
C 1.963 5.063 2.017 -0.1593
H 3.864 4.763 4.621 0.1037
H 2.755 6.899 5.234 0.1007
H 1.059 7.858 3.669 0.1051
H 0.559 6.618 1.558 0.1022
H 1.769 4.495 1.113 0.1061
N -0.902 -3.908 -3.423 0.0584
C -1.865 -4.452 -2.682 -0.1533
C -2.994 -5.057 -3.213 -0.0675
C -3.136 -5.097 -4.590 -0.0784
C -2.145 -4.533 -5.375 -0.0718
C -1.053 -3.955 -4.745 -0.1496
H -1.725 -4.398 -1.608 0.0978
H -3.742 -5.484 -2.559 0.1029
H -4.004 -5.559 -5.043 0.1060
H -2.211 -4.539 -6.454 0.1015
H -0.254 -3.508 -5.327 0.1043
```

Computed properties:
orbital gap	9.4	eV
HOMO energy	-8.98	eV
SMILES	OCCCB(S)COO.c1ccncc1.c1ccncc1